[1]
{
  "formula": "C11H29O9PS3Ta",
  "method": "ωB97M-V with the def2-TZVPD basis set",
  "symbols": ["Ta", "S", "S", "S", "P", "O", "O", "O", "O", "O", "O", "O", "O", "O", "C", "C", "C", "C", "C", "C", "C", "C", "C", "C", "C", "H", "H", "H", "H", "H", "H", "H", "H", "H", "H", "H", "H", "H", "H", "H", "H", "H", "H", "H", "H", "H", "H", "H", "H", "H", "H", "H", "H", "H"],
  "positions_angstrom": [[-1.3610, 0.6768, -0.0744], [2.5803, -3.1146, 4.4518], [-2.2383, -5.3695, 0.6831], [1.7281, -0.8651, 1.5322], [1.1960, 0.7154, 0.5012], [-2.0897, -6.5871, -0.0796], [3.7768, -2.1401, 3.9258], [1.9919, -3.7667, 3.3031], [-0.9365, -4.4261, 0.4078], [-1.9334, -5.6982, 2.2505], [3.5179, -4.2001, 5.2284], [-1.7782, 5.7794, -1.9161], [-3.4198, -4.5382, 0.6181], [1.8016, -2.3975, 5.4346], [-1.6315, 7.1977, -1.5787], [4.8718, -4.0189, 4.8199], [-1.2409, 1.8846, -4.2715], [-0.9724, 5.3691, -3.0700], [-0.6289, -5.2307, 2.5895], [-1.9429, 4.4990, -4.1177], [5.0071, -2.5252, 4.5367], [-0.2329, 1.1544, -3.2005], [-0.3639, -4.0507, 1.6584], [-2.2623, 2.9762, -3.5857], [-0.9560, -0.0074, -2.2815], [-3.3854, 2.7089, -3.8709], [1.4128, 1.9585, 1.2535], [0.7023, -3.8397, 1.5465], [-1.2289, 7.3863, -0.4820], [0.5882, 0.5874, -3.8501], [0.0819, -6.0433, 2.4081], [-0.5263, 6.2362, -3.7142], [-0.1515, 4.6038, -2.7142], [5.5584, -4.3590, 5.5989], [-1.1668, 2.4755, -0.5690], [5.8476, -2.3053, 3.8730], [1.9990, 0.8482, -0.7223], [5.0321, -4.6084, 3.9111], [-1.8872, 1.1498, -4.9132], [-3.1683, 0.6661, -0.4579], [-1.5022, 4.4921, -5.2248], [-2.7238, 7.6721, -1.6328], [-0.9585, 7.8275, -2.2962], [-0.5795, 2.5039, -5.0484], [-0.5892, -4.9421, 3.6433], [-2.2060, 3.0120, -2.4098], [0.3601, 1.8948, -2.5031], [-1.3730, -1.0885, 0.5126], [-1.7819, 1.2762, 1.6307], [-0.8782, -3.1493, 2.0083], [5.1189, -1.9564, 5.4654], [-2.9961, 5.0418, -4.2156], [-0.1699, -0.9002, -2.1919], [-1.9115, -0.4654, -2.8002]],
  "forces_ev_per_angstrom": [[-1.4814, -1.2287, -1.8064], [-0.4991, 0.6930, -0.3012], [0.1755, 0.8006, -0.0985], [0.5347, -0.6305, 0.4372], [0.3168, 1.2075, -0.3427], [-0.4375, 1.3476, 0.6570], [-0.5830, -1.0346, 0.2328], [0.6707, 0.7956, 1.7696], [-1.0116, -1.4080, -0.0900], [-0.5496, 0.2899, -0.9227], [-0.4061, 0.7459, -0.0364], [1.6791, 1.8134, -1.1650], [1.2157, -1.5041, -0.0391], [0.8338, -1.2793, -1.3241], [-1.0475, 1.1460, 0.4922], [0.4123, 0.0011, -0.5359], [0.3529, 1.1030, 0.2378], [-0.5227, -1.8682, -1.4966], [0.8472, 0.1256, -0.0732], [-0.9399, 0.2985, 0.0815], [0.2514, -0.0394, 0.4487], [0.2806, -1.2295, -0.9690], [0.1121, 0.5345, 0.7994], [-0.2791, 0.4663, -0.2092], [0.3996, -0.3289, -0.5368], [2.4052, 0.5572, 0.6010], [0.2897, -0.7422, -0.8116], [-0.4592, -0.0642, -0.2803], [-0.7542, -0.7548, -2.1709], [-1.5633, 1.3073, 1.2095], [0.0003, 0.0725, 0.0451], [-0.7235, -1.3004, 1.6139], [-1.3434, 1.7288, -0.5985], [-0.3309, 0.0339, 0.0304], [0.3964, -0.0906, 0.3835], [-0.3353, 0.0175, -0.0595], [-0.3672, 0.3299, 0.9624], [0.0772, 0.0840, 0.0610], [1.4447, 0.9959, 1.4201], [0.2690, 0.3100, 0.1140], [-0.6633, -0.0439, 2.4373], [2.3033, -0.9050, 0.1780], [-1.1060, -1.4529, 1.0872], [-1.2873, -1.3947, 1.6058], [-0.2362, -0.0567, -0.2437], [-0.0049, -0.3286, -2.3495], [-1.3783, -1.1069, -1.5662], [0.2445, 0.2532, 0.2140], [-0.0354, 0.0379, -0.0980], [0.1835, -0.0268, -0.0158], [0.0540, -0.0738, -0.0453], [2.2860, -0.7927, 0.3482], [-1.6023, 1.6548, -0.0861], [1.9123, 0.9341, 0.8051]],
  "homo_energy_ev": -4.36,
  "spin_multiplicity": 1,
  "total_charge": -1,
  "e_tot_ha": -2706.250848,
  "gap_ev": 6.38
}

[2]
{
  "formula": "C11H30ClCoI2N2P2S",
  "method": "ωB97M-V with the def2-TZVPD basis set",
  "symbols": ["I", "I", "Co", "Cl", "S", "P", "P", "N", "N", "C", "C", "C", "C", "C", "C", "C", "C", "C", "C", "C", "H", "H", "H", "H", "H", "H", "H", "H", "H", "H", "H", "H", "H", "H", "H", "H", "H", "H", "H", "H", "H", "H", "H", "H", "H", "H", "H", "H", "H", "H"],
  "positions_angstrom": [[-0.7213, -1.9045, 0.7508], [1.6995, 1.3640, -0.3317], [-0.8371, 0.5105, -0.5566], [-2.4708, 1.3491, -1.7420], [1.8930, -1.0277, 1.6040], [0.2983, -0.7416, -2.1419], [-1.2322, 1.2674, 1.5314], [4.2211, -0.8202, 2.7945], [3.4788, -3.0250, 2.4148], [1.7730, -1.7695, -1.8829], [3.9561, 0.6235, 2.5859], [3.2763, -1.6844, 2.2937], [-2.9268, 0.7563, 1.8819], [-0.3530, 1.0185, 3.1119], [0.7148, 0.3930, -3.4917], [4.8717, -3.4505, 2.2065], [4.6395, -1.1699, 4.1719], [2.4611, -3.8949, 1.7966], [-0.9532, -1.8972, -2.7829], [-1.1986, 3.0722, 1.3116], [-1.8982, -1.3531, -2.9132], [4.5763, -2.2510, 4.3105], [2.2211, -2.0143, -2.8527], [-2.9280, -0.3114, 2.1378], [-0.1813, -0.0473, 3.2832], [4.6541, 1.2117, 3.1887], [-3.5308, 0.9084, 0.9807], [-1.6702, 3.5465, 2.1812], [4.0587, 0.8774, 1.5238], [1.5029, -3.7752, 2.3000], [5.1194, -4.3036, 2.8356], [1.5719, 1.0114, -3.1961], [5.5525, -2.6251, 2.4623], [-3.3188, 1.3462, 2.7146], [2.5160, -1.2361, -1.2774], [0.9613, -0.1887, -4.3846], [-1.7435, 3.3177, 0.3886], [-0.6016, -2.2957, -3.7422], [2.9270, 0.8858, 2.8679], [5.0431, -3.7207, 1.1561], [0.6136, 1.5196, 3.0823], [-0.1453, 1.0442, -3.6818], [2.3196, -3.6002, 0.7556], [-1.0984, -2.7109, -2.0571], [5.6833, -0.8460, 4.3179], [1.5088, -2.6869, -1.3556], [2.7784, -4.9403, 1.8386], [4.0044, -0.6835, 4.9367], [-0.1500, 3.3960, 1.2160], [-0.9550, 1.4309, 3.9281]],
  "forces_ev_per_angstrom": [[-0.2951, 0.0990, -0.2625], [-0.2931, 0.3659, 0.5291], [0.9034, -0.8886, -0.2173], [0.7852, -0.4008, 0.4693], [-1.0485, 0.5500, -0.4862], [-0.5788, -0.5351, -1.0002], [-0.4158, 1.0663, 0.9448], [-1.6826, -0.0359, 0.2284], [-0.3421, 1.1422, -1.1540], [0.3073, 0.1698, 0.4122], [0.1605, -0.1759, -0.0316], [1.7188, -0.7038, 0.7632], [-0.1032, -0.0866, -0.1781], [0.2191, -0.4087, -0.3545], [-0.0387, 0.1671, 0.1307], [0.8616, -0.0346, 0.2631], [0.8520, 0.1301, 0.4937], [0.1157, 0.0464, 0.1484], [-0.0238, 0.1273, 0.0390], [-0.1084, -0.0896, -0.1190], [0.2370, -0.2047, -0.0756], [0.0765, 0.3922, 0.1079], [-0.2138, 0.0612, 0.0838], [-0.1013, 0.3185, 0.0296], [-0.1130, 0.1667, 0.1101], [-0.0439, -0.2335, -0.2284], [-0.0058, -0.0006, 0.2511], [0.1342, 0.0338, -0.2255], [0.2608, -0.0822, 0.3091], [0.0981, -0.1299, 0.1602], [-0.1334, -0.0185, 0.0010], [-0.1962, -0.1993, -0.2708], [-0.2886, -0.5684, -0.2400], [-0.0364, -0.1026, -0.0731], [-0.1296, -0.1884, -0.2890], [-0.0140, 0.1028, 0.0657], [0.1333, 0.0784, 0.3471], [-0.1481, -0.0034, 0.1676], [0.2537, -0.0483, 0.2364], [-0.2150, 0.0260, 0.1713], [-0.0303, 0.0564, 0.0110], [0.1515, -0.1391, -0.0659], [0.0770, -0.1354, -0.1593], [0.0481, 0.2298, -0.3997], [-0.4407, -0.1515, 0.0031], [-0.0672, 0.0377, -0.1406], [-0.0037, 0.2894, 0.1440], [0.1561, -0.0720, -0.5242], [-0.4308, -0.0209, 0.0952], [-0.0081, 0.0008, -0.2207]],
  "homo_energy_ev": [-14.96, -15.33],
  "s2": 6.154,
  "spin_multiplicity": 5,
  "total_charge": 2,
  "e_tot_ha": -4065.316971,
  "gap_ev": [6.13, 5.46]
}

[3]
{
  "formula": "C11H31AlFO8P2",
  "method": "ωB97M-V with the def2-TZVPD basis set",
  "symbols": ["P", "P", "Al", "F", "O", "O", "O", "O", "O", "O", "O", "O", "C", "C", "C", "C", "C", "C", "C", "C", "C", "C", "C", "H", "H", "H", "H", "H", "H", "H", "H", "H", "H", "H", "H", "H", "H", "H", "H", "H", "H", "H", "H", "H", "H", "H", "H", "H", "H", "H", "H", "H", "H", "H"],
  "positions_angstrom": [[3.0641, -0.3268, -0.9244], [-1.9132, 4.2685, -0.4765], [-1.8112, -4.8472, 2.1445], [-0.1104, -3.8427, 0.0858], [-0.9693, 5.5666, -0.1345], [1.9449, 0.6543, -0.9969], [-3.0828, 5.2658, -1.1896], [-2.6811, 3.8043, 0.7084], [2.1648, -1.7249, -0.8873], [4.3623, 0.7276, -1.2051], [3.5794, -0.5671, 0.6092], [-0.6265, 3.2189, -0.3728], [4.8263, 0.7927, -2.5615], [-2.1376, -2.5893, 0.1307], [-3.3865, -4.3284, 3.3366], [-0.8036, 6.6009, -1.1061], [-2.8386, -3.9446, 4.7656], [0.3929, 3.3245, -1.3906], [-1.4498, -1.3435, -0.5265], [-3.8599, 4.6569, -2.2322], [4.9713, -0.7584, 0.8761], [2.8947, -2.9701, -0.8370], [-1.0961, -3.3120, 0.9960], [-1.1851, -0.6338, 0.2686], [-0.9723, 6.2389, -2.1207], [-3.9957, -5.2366, 3.4833], [1.0749, 4.1418, -1.1420], [2.2383, -3.7678, -1.1743], [-2.9960, -2.2171, 0.7042], [5.6292, 1.5253, -2.6119], [-1.7922, -3.6180, 4.7220], [-0.6058, -5.2825, 3.1502], [-2.5038, -3.1965, -0.7094], [-4.0386, -3.5379, 2.9354], [4.0163, 1.0995, -3.2282], [3.7695, -2.9308, -1.4898], [-0.4973, -1.6355, -0.9877], [-0.0491, 3.4995, -2.3745], [0.2173, 6.9760, -1.0349], [5.5052, -1.1418, 0.0060], [3.2032, -3.1776, 0.1881], [-0.6138, -2.5517, 1.6351], [-2.0708, -0.8784, -1.3062], [5.0662, -1.4777, 1.6885], [-2.8893, -4.8570, 5.3754], [-4.3791, 3.7731, -1.8542], [-2.1931, -6.1747, 1.2923], [-3.2204, 4.3757, -3.0721], [-3.4484, -3.1625, 5.2435], [0.9557, 2.3910, -1.4244], [5.2159, -0.1770, -2.8800], [5.4171, 0.1864, 1.1884], [-4.5927, 5.3829, -2.5784], [-1.4943, 7.4176, -0.8930]],
  "forces_ev_per_angstrom": [[-3.8323, 3.3049, 5.7136], [0.0581, 1.9537, 7.1236], [-0.0913, -0.2476, 0.2584], [0.3006, 0.3204, 0.0518], [-0.0724, -0.0432, -1.1040], [0.6110, -0.6844, -1.0483], [1.5104, -1.9230, -2.2349], [0.0162, -0.4047, -1.1158], [2.4308, 0.1546, -2.4422], [0.2521, -2.6957, -1.9654], [0.7939, -0.3704, -0.6663], [-1.5147, 0.2889, -3.0023], [-0.0308, 0.1762, -0.0302], [1.1517, 1.2225, -0.8604], [0.5196, -0.0166, 0.5593], [0.0442, 0.1046, 0.3050], [-0.5266, -0.1574, -0.7126], [0.3942, -0.0670, -0.0220], [-0.0247, -0.4348, 0.2339], [-0.1845, -0.0239, 0.0546], [-0.1415, 0.1282, 0.2887], [-0.0765, -0.2500, 0.1893], [-1.4533, -0.4279, 0.2005], [-0.2251, 0.1233, -0.3286], [0.0064, 0.1162, -0.0250], [-0.0651, 0.3223, -0.2985], [-0.1070, 0.0525, -0.0121], [-0.1442, 0.1475, 0.0495], [0.1589, -0.3911, 0.1265], [-0.0397, 0.0151, 0.0834], [-0.2016, 0.0115, 0.1712], [0.1578, 0.0219, 0.1186], [-0.0214, -0.3287, 0.5010], [0.0868, -0.1643, 0.0866], [0.0331, 0.0081, -0.0111], [0.0182, -0.1388, 0.0156], [-0.2648, -0.0324, 0.0256], [0.0757, 0.0125, -0.0340], [0.0272, -0.0819, 0.0669], [0.0900, 0.0195, 0.0641], [-0.0247, 0.0640, -0.0145], [0.2258, -0.1521, -0.3539], [0.0810, 0.1099, 0.2985], [-0.1244, -0.0231, -0.0074], [0.2156, 0.3513, 0.1178], [-0.0063, 0.0188, -0.0183], [-0.0818, 0.0018, -0.3347], [-0.1258, 0.0077, -0.0755], [0.1892, -0.1655, 0.0632], [-0.2167, 0.0739, 0.1668], [0.0788, 0.0826, -0.1014], [0.0725, -0.0163, -0.0870], [0.0361, 0.0412, 0.0862], [-0.0386, -0.0144, -0.1140]],
  "homo_energy_ev": -4.29,
  "spin_multiplicity": 1,
  "total_charge": -1,
  "e_tot_ha": -2064.599863,
  "gap_ev": 4.76
}